Record 1
Below is 11 unconnected molecules or ions with the total composition C36H54Cl30N4O7PS3 at a distorted geometry, with properties calculated with ωB97M-V/def2-TZVPD.

Properties
* orbital gap: 7.403 eV
* total energy: -475949.519 eV
* charge: +1
* LUMO: -0.1186 Ha
* largest force on an atom: 5.28 eV/A
* spin multiplicity: 1

Geometry (Å):
C (2.48983, -2.19235, 3.56223)
C (1.94768, -2.28556, 2.47587)
C (1.23765, -2.38689, 1.10919)
O (0.85249, -1.05524, 0.65725)
C (0.22889, -1.18651, -0.64105)
C (-0.82470, -0.06769, -1.01584)
C (-1.34796, 0.58932, 0.36244)
C (-0.47702, 1.81847, 0.84612)
C (-1.13159, 2.61882, 2.05162)
C (-1.29167, 1.74682, 3.36242)
O (-1.43383, 2.51502, 4.58497)
C (-2.17450, 3.69564, 4.40968)
C (-3.70341, 3.72379, 4.00640)
O (-1.61937, 4.76659, 4.62363)
C (1.38325, -1.45856, -1.69887)
C (1.90385, -0.19782, -2.51308)
C (2.18562, 1.12772, -1.69948)
C (2.63330, 2.25365, -2.77774)
S (1.14671, 2.89409, -3.66007)
C (1.29062, 4.72001, -3.87237)
S (1.05140, 5.70274, -2.56891)
N (1.58266, 5.20103, -5.22083)
C (0.56477, 4.93650, -6.16880)
C (1.13540, 5.53003, -7.41606)
N (2.42479, 6.04278, -7.07193)
C (2.72923, 5.84815, -5.74514)
C (0.64901, -2.36990, -2.83077)
O (1.35739, -2.36304, -4.08940)
C (1.70280, -3.70655, -4.50015)
C (2.34975, -3.57656, -5.97407)
O (1.71585, -4.42521, -6.93503)
C (0.32154, -4.02437, -7.12185)
C (-0.14700, -4.48069, -8.56969)
N (2.49124, -2.36673, -1.17386)
P (4.05402, -1.56877, -0.79367)
N (3.99660, -0.74455, 0.56794)
C (2.01199, -3.23728, -0.01839)
S (3.24693, -4.46412, 0.58497)
C (3.98753, -5.35794, -0.87362)
O (2.49874, -5.48316, 1.34238)
O (4.37383, -3.94728, 1.37277)
H (2.68409, -2.15482, 4.66891)
H (0.24150, -2.91146, 1.31047)
H (-0.38818, -2.15647, -0.59230)
H (-1.75139, -0.57729, -1.44682)
H (-0.50871, 0.69541, -1.77597)
H (-1.52837, -0.19820, 1.15970)
H (-2.38371, 0.99798, 0.10581)
H (0.52608, 1.42222, 1.21932)
H (-0.26036, 2.56000, 0.02271)
H (-0.39953, 3.45832, 2.30761)
H (-2.09397, 3.10562, 1.71203)
H (-0.41850, 1.03230, 3.52260)
H (-2.21812, 1.08519, 3.27409)
H (-4.14794, 4.74507, 4.18679)
H (-3.83422, 3.44422, 2.91721)
H (-4.25079, 2.92632, 4.61194)
H (1.10065, 0.04089, -3.28696)
H (2.82122, -0.46480, -3.13654)
H (1.31642, 1.57894, -1.14979)
H (3.05147, 1.08070, -0.96842)
H (3.09940, 3.08105, -2.14479)
H (3.44537, 1.84821, -3.46258)
H (-0.42734, 4.43398, -6.02493)
H (0.67226, 5.56520, -8.44337)
H (3.64286, 6.10799, -5.15517)
H (0.42826, -3.41888, -2.47282)
H (-0.38290, -1.88062, -3.03488)
H (0.82214, -4.41472, -4.48016)
H (2.50109, -4.15331, -3.81141)
H (2.25962, -2.48637, -6.29664)
H (3.44892, -3.81326, -5.89003)
H (0.16532, -2.92671, -6.90649)
H (-0.26592, -4.64043, -6.35871)
H (0.43653, -5.42942, -8.80475)
H (0.09286, -3.65636, -9.29836)
H (-1.26208, -4.67837, -8.50312)
H (2.69461, -3.05369, -1.93330)
H (5.03627, -2.63054, -0.72379)
H (4.53263, -0.66213, -1.77839)
H (4.66584, -1.19854, 1.21120)
H (1.19119, -3.87151, -0.50132)
H (4.60491, -4.65705, -1.51389)
H (3.20112, -5.87308, -1.49612)
H (4.72230, -6.08927, -0.40054)
C (7.63290, -4.48513, 0.36260)
Cl (8.00191, -6.11462, -0.21186)
Cl (8.94724, -3.86280, 1.36004)
Cl (7.32517, -3.39937, -1.00850)
H (6.73164, -4.53033, 0.97017)
C (-6.59533, 0.95899, 6.11125)
Cl (-8.15070, 0.41122, 5.47645)
Cl (-5.26508, 0.39698, 5.08848)
Cl (-6.55847, 2.71953, 6.23897)
H (-6.46316, 0.53722, 7.10430)
C (-2.36744, 8.13261, 4.85018)
Cl (-1.71843, 9.61411, 4.13426)
Cl (-2.22600, 8.17751, 6.60956)
Cl (-4.04882, 7.88897, 4.36600)
H (-1.78504, 7.29087, 4.48384)
C (9.24825, -2.97689, -4.19249)
Cl (10.59598, -4.10834, -4.34231)
Cl (9.81878, -1.30782, -4.30540)
Cl (8.02067, -3.30128, -5.42611)
H (8.79303, -3.11596, -3.21666)
C (-1.38985, 0.62567, -6.12178)
Cl (-0.22855, -0.53224, -5.45820)
Cl (-2.79723, -0.20547, -6.79221)
Cl (-1.88349, 1.76967, -4.87101)
H (-0.90151, 1.17386, -6.92353)
C (-4.17817, -1.77553, 8.37210)
Cl (-5.73145, -2.32791, 7.73372)
Cl (-2.84840, -2.33440, 7.34842)
Cl (-4.15620, -0.01273, 8.51103)
H (-4.04681, -2.19844, 9.36438)
C (-3.15141, -4.21605, -2.45014)
Cl (-2.50654, -3.09706, -3.65889)
Cl (-1.83348, -5.04860, -1.60651)
Cl (-4.18058, -3.35985, -1.29928)
H (-3.75501, -4.96162, -2.96108)
C (-7.74540, 7.97456, 6.73279)
Cl (-7.39577, 6.34922, 6.13168)
Cl (-6.38990, 8.57869, 7.69276)
Cl (-8.09711, 9.07023, 5.39088)
H (-8.62281, 7.92366, 7.37159)
C (1.13363, 3.61133, 6.62244)
Cl (0.32848, 4.51536, 7.90941)
Cl (2.62999, 4.41913, 6.13532)
Cl (1.46338, 1.95082, 7.13929)
H (0.46804, 3.57623, 5.76294)
C (-9.74004, -2.86488, 7.57681)
Cl (-8.82854, -3.27368, 6.11659)
Cl (-10.08199, -4.31783, 8.52256)
Cl (-8.85627, -1.68268, 8.55048)
H (-10.68572, -2.42193, 7.27658)



Record 2
Below is a molecular structure, C27H32AlIN5O, with properties calculated with ωB97M-V/def2-TZVPD.

Properties
* orbital gap: 7.047 eV
* total energy: -52715.780 eV
* charge: -1
* LUMO: 0.0673 Ha
* largest force on an atom: 0.24 eV/A
* spin multiplicity: 1

Geometry (Å):
O (0.08004, -2.81746, 4.07786)
C (0.90347, -2.25762, 5.13943)
C (2.13133, -1.52641, 4.65844)
Al (3.61721, -1.47731, 6.00097)
I (4.11293, 1.06694, 6.56571)
H (0.18114, -3.77353, 4.10455)
H (0.24017, -1.57740, 5.67858)
H (1.15487, -3.06281, 5.83688)
H (1.85431, -0.53045, 4.30235)
H (2.54825, -2.05962, 3.79449)
H (5.00117, -2.06663, 5.41897)
H (3.16708, -2.20373, 7.37482)
N (0.07202, -4.57168, 0.02420)
C (-0.01289, -3.50510, 0.81815)
C (-0.48619, -2.27036, 0.39268)
C (-0.87678, -2.12878, -0.92761)
C (-0.78863, -3.23016, -1.76431)
C (-0.31544, -4.42376, -1.24081)
H (0.31784, -3.61685, 1.84437)
H (-0.53328, -1.44675, 1.09299)
H (-1.24397, -1.17879, -1.29759)
H (-1.08168, -3.16007, -2.80421)
H (-0.23841, -5.30483, -1.87020)
N (-1.07908, 1.37300, -0.79297)
C (-1.54073, 2.61538, -0.90943)
C (-0.72447, 3.71997, -1.10015)
C (0.64563, 3.52435, -1.17667)
C (1.13846, 2.23625, -1.05568)
C (0.23837, 1.19857, -0.85826)
H (-2.61713, 2.73440, -0.84590)
H (-1.15718, 4.70762, -1.18467)
H (1.31618, 4.36117, -1.32335)
H (2.19910, 2.03134, -1.10040)
H (0.59185, 0.17808, -0.76269)
N (-2.39959, -1.33057, -4.71736)
C (-2.99039, -2.30375, -5.40610)
C (-4.31022, -2.68595, -5.21475)
C (-5.05755, -2.02775, -4.25133)
C (-4.45284, -1.01629, -3.52416)
C (-3.12767, -0.70472, -3.79510)
H (-2.37916, -2.80020, -6.15269)
H (-4.73957, -3.47497, -5.81742)
H (-6.09289, -2.29045, -4.08035)
H (-4.99205, -0.47215, -2.76131)
H (-2.62348, 0.07855, -3.23809)
N (9.59976, 4.29708, 8.45550)
C (8.94354, 4.20117, 7.30047)
C (7.70486, 3.59236, 7.16596)
C (7.10361, 3.04910, 8.29024)
C (7.77886, 3.13786, 9.49751)
C (9.01477, 3.76655, 9.52715)
H (9.43676, 4.63361, 6.43596)
H (7.21929, 3.53182, 6.20120)
H (6.13765, 2.56899, 8.20625)
H (7.35699, 2.72341, 10.40355)
H (9.56458, 3.84836, 10.45937)
N (-6.33302, 0.46742, -6.57101)
C (-5.08620, 0.31575, -7.01148)
C (-4.70926, 0.53792, -8.32881)
C (-5.67521, 0.93909, -9.23660)
C (-6.97664, 1.10185, -8.78919)
C (-7.25131, 0.85425, -7.45200)
H (-4.35393, -0.00181, -6.27770)
H (-3.67904, 0.39750, -8.62683)
H (-5.41930, 1.12217, -10.27235)
H (-7.76693, 1.41412, -9.45846)
H (-8.25997, 0.97273, -7.07057)



Going through the records in order, we get highest occupied orbital energy values of -10.6, -5.2 eV.